# 1
Molecular formula: CHClF2OS2
Method: DFT, ωB97M-V with the def2-TZVPD basis set

Last column: Mulliken charge in e.
Atoms and positions in Å:
C 0.71 0.34 0.10  0.521
O 1.87 -0.31 0.39  -0.425
F 0.81 0.97 -1.15  -0.232
F 0.23 1.21 1.04  -0.165
S -2.91 0.69 0.15  -0.062
S -1.69 -0.46 -0.67  0.204
Cl -1.66 -2.38 0.32  -0.180
H 2.64 -0.05 -0.17  0.340

Its maximum force is 2.02 eV Å⁻¹. Its orbital gap (alpha / beta) is 8.11 / 7.45 eV. The calculation puts the HOMO energy (alpha / beta) at -8.976 / -9.305 eV. As for the multiplicity: 1. Its total charge is 0. The calculation puts the energy relative to the best compared isomer or geometry (same formula, charge and spin) at 34.92 kcal/mol.

=====

# 2
Molecular formula: C3H4N2O2
Method: DFT, ωB97M-V with the def2-TZVPD basis set

Last column: Mulliken charge in e.
Atoms and positions in Å:
C -0.32 1.45 -0.76  -0.249
C -0.58 0.24 -1.30  -0.453
C -0.16 -0.76 -0.28  0.449
H 0.72 -0.12 2.60  0.395
H -0.51 2.43 -1.18  0.395
H -0.84 0.01 -2.30  0.390
H 0.47 -2.34 0.49  0.271
N 0.05 0.05 0.89  0.190
N -0.07 -2.01 -0.34  -0.668
O 1.05 -0.37 1.68  -0.434
O 0.19 1.42 0.50  -0.285

Its maximum force is 2.45 eV Å⁻¹. Its orbital gap is 9.45 eV. The calculation puts the HOMO energy at -8.866 eV. The SMILES is [H]/N=c1/ccon1O. As for the multiplicity: 1. Its total charge is 0. The calculation puts the energy relative to the best compared isomer or geometry (same formula, charge and spin) at 121.03 kcal/mol.

=====

# 3
Molecular formula: C8H17CuNO8
Method: DFT, ωB97M-V with the def2-TZVPD basis set

Last column: Mulliken charge in e.
Atoms and positions in Å:
Cu 20.97 20.78 -3.08  0.668
O 22.68 18.31 -5.80  -0.508
C 22.07 19.03 -4.90  0.811
O 22.35 18.96 -3.70  -0.663
O 21.19 19.74 -5.14  -0.601
H 22.32 18.68 -6.61  0.328
O 18.28 23.79 -3.53  -0.471
C 19.10 22.81 -3.40  0.881
O 18.93 21.94 -2.56  -0.753
O 20.05 22.56 -4.11  -0.699
H 17.75 23.53 -2.78  0.323
C 18.83 18.22 -2.98  -1.039
O 19.86 19.09 -2.44  0.178
C 19.68 19.07 -1.03  -0.763
C 21.10 19.40 -0.54  -0.892
N 21.54 20.71 -0.92  -0.090
C 23.05 20.81 -0.98  -0.805
C 23.57 21.96 -1.91  -0.551
O 22.84 21.88 -3.16  0.000
C 23.47 22.66 -4.19  -0.902
H 18.89 17.19 -2.61  0.321
H 18.74 18.24 -4.06  0.295
H 17.87 18.64 -2.68  0.364
H 19.43 18.09 -0.61  0.532
H 18.96 19.81 -0.68  0.328
H 21.75 18.62 -0.95  0.340
H 21.21 19.20 0.53  0.562
H 21.23 21.33 -0.19  0.164
H 23.58 19.89 -1.24  0.382
H 23.52 20.93 0.00  0.529
H 24.64 21.84 -2.06  0.460
H 23.38 22.95 -1.49  0.363
H 23.20 23.71 -4.21  0.292
H 22.95 22.39 -5.11  0.239
H 24.56 22.61 -4.22  0.378

Its maximum force is 10.96 eV Å⁻¹. Its orbital gap (alpha / beta) is 8.65 / 6.86 eV. The calculation puts the HOMO energy (alpha / beta) at -8.230 / -8.180 eV. As for the multiplicity: 2. Its total charge is 0. The calculation puts the energy relative to the best compared isomer or geometry (same formula, charge and spin) at 31.46 kcal/mol.

=====

# 4
Molecular formula: C20H26N2O2S
Method: DFT, ωB97M-V with the def2-TZVPD basis set

Last column: Mulliken charge in e.
Atoms and positions in Å:
C 6.00 1.80 -1.95  -1.366
H 6.30 0.83 -2.34  0.329
H 6.81 2.51 -2.10  0.424
H 5.14 2.15 -2.52  0.336
C 5.69 1.68 -0.46  -0.416
N 4.80 0.56 -0.20  0.248
C 3.43 0.86 -0.55  -0.615
C 2.53 -0.37 -0.49  0.401
O 2.88 -1.50 -0.75  -0.710
N 1.24 -0.09 -0.15  -0.007
C 0.29 -1.07 -0.08  -0.575
C -1.05 -0.86 0.19  0.281
C -1.77 -2.11 0.25  0.213
C -0.97 -3.17 -0.03  0.829
S 0.69 -2.72 -0.37  -0.290
C -1.35 -4.61 -0.05  -1.424
H -0.52 -5.21 -0.40  0.427
H -1.64 -4.95 0.94  0.322
H -2.20 -4.77 -0.72  0.305
C -3.19 -2.27 0.67  -1.843
H -3.51 -1.43 1.29  0.389
H -3.86 -2.32 -0.19  0.320
H -3.31 -3.19 1.24  0.498
C -1.54 0.50 0.34  0.643
O -0.78 1.44 0.58  -0.812
C -2.99 0.75 0.11  0.393
C -3.69 1.59 0.98  -0.493
C -5.02 1.88 0.73  -0.656
C -5.66 1.38 -0.40  1.004
C -4.94 0.58 -1.28  -0.804
C -3.62 0.26 -1.02  -0.302
H -3.06 -0.35 -1.72  0.528
H -5.42 0.20 -2.17  0.341
C -7.10 1.70 -0.65  -1.443
H -7.74 1.07 -0.03  0.283
H -7.31 2.74 -0.41  0.383
H -7.36 1.52 -1.69  0.354
H -5.56 2.51 1.41  0.390
H -3.19 1.99 1.84  0.431
H 0.88 0.84 0.09  0.414
H 3.41 1.20 -1.59  0.244
H 2.98 1.66 0.07  0.279
C 4.96 -0.04 1.11  -0.687
C 4.57 0.84 2.31  -1.010
H 4.79 0.31 3.23  0.406
H 3.51 1.08 2.30  0.247
H 5.14 1.77 2.31  0.279
H 6.01 -0.32 1.20  0.466
H 4.37 -0.95 1.13  0.319
H 6.62 1.49 0.07  0.450
H 5.27 2.63 -0.10  0.280

Its maximum force is 0.90 eV Å⁻¹. Its orbital gap is 8.13 eV. The calculation puts the HOMO energy at -7.882 eV. The SMILES is CCN(CC)CC(=O)Nc1sc(C)c(C)c1C(=O)c1ccc(C)cc1. As for the multiplicity: 1. Its total charge is 0. The calculation puts the energy relative to the best compared isomer or geometry (same formula, charge and spin) at 19.98 kcal/mol.

=====

# 5
Molecular formula: C3H5IO3
Method: DFT, ωB97M-V with the def2-TZVPD basis set

Last column: Mulliken charge in e.
Atoms and positions in Å:
C 0.19 -0.46 -0.82  0.521
C 1.35 1.26 0.35  -0.651
C -2.13 -1.44 -0.30  -0.380
O 0.87 -0.77 -1.75  -0.439
O -2.11 -2.74 -0.64  -0.447
O 0.23 0.36 0.15  -0.223
I -3.38 -0.14 -1.43  0.015
H 0.94 2.19 0.73  0.225
H 1.88 1.42 -0.58  0.329
H 2.02 0.82 1.10  0.261
H -2.22 -1.29 0.77  0.390
H -1.98 -2.85 -1.59  0.397

Its maximum force is 3.18 eV Å⁻¹. Its orbital gap (alpha / beta) is 8.11 / 7.84 eV. The calculation puts the HOMO energy (alpha / beta) at -7.933 / -7.712 eV. As for the multiplicity: 1. Its total charge is 0. The calculation puts the energy relative to the best compared isomer or geometry (same formula, charge and spin) at 67.45 kcal/mol.

=====

# 6
Molecular formula: C16H15NO3
Method: DFT, ωB97M-V with the def2-TZVPD basis set

Last column: Mulliken charge in e.
Atoms and positions in Å:
O 4.88 0.93 1.21  -0.515
C 4.09 1.25 0.38  0.709
O 4.22 1.37 -0.95  -0.513
H 3.26 1.50 -1.40  0.426
C 2.58 1.51 0.77  -0.946
N 1.43 0.73 0.52  0.033
C 0.92 0.72 -0.62  0.091
O 1.50 1.56 -1.78  -0.857
C -0.29 0.03 -1.14  1.095
C -1.34 0.73 -0.43  -0.127
C -2.20 1.83 -1.19  -0.801
C -3.27 2.48 -0.75  -0.737
C -3.41 2.10 0.59  -0.100
C -2.66 1.53 1.53  -0.962
C -1.67 0.67 0.81  0.769
H -1.16 -0.01 1.70  0.056
H -2.86 1.19 2.60  0.321
H -4.27 2.82 1.22  0.117
H -3.64 3.15 -1.34  0.604
H -1.95 1.76 -2.14  0.572
C -0.15 -1.43 -0.65  0.470
C -1.35 -2.06 -0.06  -0.893
C -1.12 -3.36 0.25  -0.320
C 0.07 -4.03 0.42  -0.596
C 1.26 -3.19 -0.37  -0.498
C 1.23 -2.02 -0.54  -1.110
H 2.04 -1.69 -0.83  0.632
H 2.27 -3.67 -0.13  0.288
H 0.14 -5.14 0.67  0.308
H -1.96 -4.07 0.53  0.233
H -2.19 -1.58 -0.31  0.698
H -0.41 -0.03 -2.25  0.600
H 1.12 0.21 1.15  0.233
H 2.56 1.56 1.98  0.319
H 2.33 2.64 0.56  0.399

Its maximum force is 19.84 eV Å⁻¹. Its orbital gap is 8.85 eV. The calculation puts the HOMO energy at -8.941 eV. The SMILES is O=C(O)CNC(=O)C(c1ccccc1)c1ccccc1. As for the multiplicity: 1. Its total charge is 0. The calculation puts the energy relative to the best compared isomer or geometry (same formula, charge and spin) at 287.31 kcal/mol.